Formula: CH4N2O3
Source: the Open Molecules 2025 dataset
Level of theory: ωB97M-V/def2-TZVPD

```
10
Properties=species:S:1:pos:R:3:forces:R:3
C -0.017 -0.001 -0.609 -0.270 -2.932 1.015
N 1.113 -0.824 -0.589 0.487 3.888 -0.319
N -0.307 0.953 1.034 -1.428 -2.204 -2.434
O 0.365 1.874 1.342 0.460 0.674 0.811
O -1.354 0.538 1.564 1.133 0.754 0.030
O -1.184 -0.753 -0.667 1.235 1.281 1.078
H -0.049 0.774 -1.313 0.521 1.651 -0.492
H 0.959 -1.775 -0.438 0.003 -1.384 0.588
H 2.046 -0.358 -0.518 -1.407 -1.125 -0.141
H -1.574 -0.428 0.194 -0.735 -0.602 -0.135
```
Forces are in eV/Å.

Summary:
* charge: 0
* orbital gap: 10.208 eV

---

Formula: C2HO4S
Source: the Open Molecules 2025 dataset
Level of theory: ωB97M-V/def2-TZVPD

```
8
Properties=species:S:1:pos:R:3:forces:R:3
C 1.675 0.110 -0.776 -0.134 1.171 -0.144
C 1.016 -2.487 2.140 2.165 -0.839 -1.103
O 1.694 -0.344 0.353 -0.203 -0.893 0.804
O 1.957 -2.865 1.573 -0.401 0.056 0.145
O 0.110 -2.205 2.776 -1.676 0.717 0.914
O 0.823 1.759 -2.648 -0.198 0.059 -0.443
S 0.267 0.867 -1.522 1.257 -0.407 0.215
H 2.674 0.209 -1.296 -0.810 0.135 -0.388
```
Forces are in eV/Å.

Summary:
* charge: -1
* orbital gap: 5.642 eV

---

Formula: C11H14N2O
Source: the Open Molecules 2025 dataset
Level of theory: ωB97M-V/def2-TZVPD

```
28
Properties=species:S:1:pos:R:3:forces:R:3
C -1.234 -3.643 1.486 -0.718 -0.435 0.025
C 0.276 -2.752 -0.206 0.732 0.220 -0.626
C -0.971 -2.578 0.494 0.792 -1.433 -0.664
C 0.747 -1.834 -1.095 -1.010 1.128 -0.174
C -1.896 -1.649 0.004 0.264 0.615 -0.043
C -0.164 -0.780 -1.428 1.069 0.845 0.088
C -1.478 -0.779 -0.970 -1.913 -0.012 0.631
O 0.297 0.230 -2.136 0.885 -0.922 -0.268
H 0.869 -3.646 -0.067 0.054 0.097 0.662
H 1.726 -1.640 -1.517 0.180 -0.966 0.091
H -1.793 -4.419 0.936 0.065 -0.016 -0.016
H -1.885 -3.419 2.332 0.151 0.404 -0.057
H -2.896 -1.593 0.413 -0.016 -0.041 -0.028
H -2.183 -0.073 -1.397 0.131 0.084 0.037
H 0.014 1.111 -1.871 -0.670 0.379 0.070
H -0.318 -4.123 1.814 0.038 0.116 0.172
C 2.441 3.621 -0.217 0.518 2.477 0.421
C -0.093 3.099 0.106 -0.754 -1.550 0.575
C 1.252 2.880 0.215 0.645 -1.595 -0.646
C 0.298 1.056 0.859 2.302 -1.021 0.995
N -0.692 1.873 0.516 -0.850 1.966 -0.377
N 1.491 1.577 0.667 -1.196 0.959 -0.293
H -0.826 3.869 -0.062 0.600 0.540 -0.375
H -1.697 1.864 0.672 0.532 -0.577 0.241
H 3.183 3.128 -0.830 -0.402 -0.666 -0.308
H 3.041 3.968 0.637 -0.306 -0.194 0.103
H 0.346 0.100 1.359 -1.207 -0.193 -0.140
H 2.148 4.554 -0.713 0.086 -0.211 -0.099
```
Forces are in eV/Å.

Summary:
* ⟨S²⟩: 0.77
* multiplicity: 2
* charge: +1
* orbital gap (spin up / spin down): 8.450 / 4.681 eV

---

Formula: C5H14
Source: the Open Molecules 2025 dataset
Level of theory: ωB97M-V/def2-TZVPD

```
19
Properties=species:S:1:pos:R:3:forces:R:3
C 0.646 1.815 1.484 2.297 0.368 0.420
C -0.370 1.781 0.406 -0.903 -0.863 -1.260
C 0.198 1.718 -1.008 1.103 0.708 -1.107
H 1.212 2.755 1.543 -0.235 0.068 -0.231
H 1.421 1.077 1.223 -0.157 0.003 0.236
H 0.370 1.616 2.518 -0.656 -0.162 -0.165
H -0.865 0.807 0.498 -0.646 0.405 0.231
H -1.082 2.607 0.409 -0.179 -0.168 0.441
H 0.792 0.832 -1.244 -0.066 -0.220 0.440
H -0.508 1.796 -1.836 -0.651 -0.241 0.429
H 0.868 2.547 -1.279 0.092 0.091 0.576
C 0.432 -2.509 -0.352 -0.643 0.493 0.542
C -1.099 -2.329 -0.299 0.646 -0.551 -0.773
H 0.833 -1.928 -1.181 0.206 0.126 0.153
H 0.813 -2.162 0.610 0.497 0.087 -0.215
H 0.755 -3.537 -0.493 -0.216 -0.133 0.043
H -1.395 -1.283 -0.311 0.087 0.087 0.333
H -1.480 -2.739 -1.227 -0.487 -0.225 -0.107
H -1.540 -2.863 0.540 -0.091 0.127 0.014
```
Forces are in eV/Å.

Summary:
* SMILES: CCC.CC
* charge: 0
* orbital gap: 12.370 eV

---

Formula: C14H32O3Si
Source: the Open Molecules 2025 dataset
Level of theory: ωB97M-V/def2-TZVPD

```
50
Properties=species:S:1:pos:R:3:forces:R:3
C -2.583 -3.094 5.610 -0.524 -0.124 0.951
C -1.567 -2.559 4.658 0.144 -0.176 -0.598
C -1.981 -1.190 4.123 0.046 -0.008 -0.644
C -0.864 -0.442 3.412 -0.175 -0.308 -0.569
C -0.576 -1.169 2.104 0.271 0.419 -0.382
C 0.610 -0.574 1.351 -0.422 0.696 -0.535
C 0.915 -1.332 0.043 0.945 -0.253 0.506
C -0.092 -1.160 -1.090 0.227 1.297 -0.651
Si 0.130 0.568 -1.837 -0.638 -0.506 0.479
O 1.611 0.534 -2.586 -0.091 0.188 0.678
C 1.841 -0.293 -3.705 -0.514 0.202 -1.320
C 3.239 -0.890 -3.698 0.133 0.617 0.770
O -1.068 0.978 -2.933 0.375 -1.246 0.366
C -1.186 2.375 -3.104 0.694 1.040 1.279
C -1.937 2.827 -4.341 -0.206 -0.126 0.364
O 0.154 1.708 -0.608 -0.587 -0.842 -1.826
C 1.327 2.338 -0.181 0.092 1.138 1.131
C 1.989 3.164 -1.259 0.714 0.122 0.024
H -2.381 -4.126 5.925 -0.135 0.140 -0.238
H -3.582 -3.016 5.167 0.031 -0.218 0.195
H -2.565 -2.493 6.527 -0.244 -0.034 -0.073
H -0.609 -2.491 5.170 0.258 0.098 -0.058
H -1.451 -3.301 3.855 0.126 0.372 -0.016
H -2.846 -1.279 3.432 0.439 -0.151 0.229
H -2.350 -0.579 4.912 -0.306 0.412 1.052
H 0.040 -0.339 4.011 0.136 -0.385 0.284
H -1.131 0.597 3.200 -0.287 -0.075 -0.117
H -1.482 -1.100 1.490 0.048 0.089 -0.062
H -0.440 -2.249 2.250 0.234 0.212 0.170
H 0.422 0.505 1.126 -0.202 -1.049 0.225
H 1.483 -0.523 2.001 0.219 -0.473 0.066
H 1.932 -1.035 -0.310 -0.598 -0.234 0.129
H 0.973 -2.410 0.281 0.150 0.321 -0.005
H -1.103 -1.379 -0.783 -0.345 -0.081 0.079
H 0.167 -1.821 -1.916 -0.110 -0.337 0.034
H 1.712 0.362 -4.603 0.094 -0.633 0.414
H 1.055 -1.066 -3.756 0.353 0.055 -0.142
H 3.956 -0.052 -3.650 -0.137 -0.407 -0.083
H 3.384 -1.493 -2.795 -0.011 0.026 -0.155
H 3.460 -1.503 -4.569 -0.186 0.062 -0.091
H -1.627 2.729 -2.152 -0.157 0.367 -0.672
H -0.138 2.736 -3.070 -0.539 0.608 -0.486
H -2.092 3.926 -4.354 -0.016 -0.695 0.242
H -2.895 2.288 -4.411 0.215 0.362 0.037
H -1.357 2.587 -5.214 0.219 -0.193 -0.524
H 0.998 3.026 0.639 0.459 -0.598 -0.363
H 1.985 1.572 0.243 0.294 0.279 -0.033
H 1.385 4.014 -1.548 -0.353 0.135 -0.068
H 2.185 2.544 -2.125 0.070 0.091 -0.147
H 2.954 3.578 -0.934 -0.204 -0.197 0.154
```
Forces are in eV/Å.

Summary:
* SMILES: CCCCCCCC[Si](OCC)(OCC)OCC
* charge: 0
* orbital gap: 10.711 eV

---

Formula: C3HF3N2O2
Source: the Open Molecules 2025 dataset
Level of theory: ωB97M-V/def2-TZVPD

```
11
Properties=species:S:1:pos:R:3:forces:R:3
C -1.386 -1.644 -0.180 0.145 0.813 0.433
C -2.417 2.572 0.121 0.353 -0.498 -0.857
C -2.779 -1.221 0.029 -1.267 -0.405 0.188
N 0.783 -0.788 0.157 2.884 1.233 0.823
N -0.362 -1.056 0.040 -2.476 -1.419 -1.080
O -3.481 2.960 -0.057 -1.104 0.588 0.326
O -1.347 2.141 0.169 0.748 -0.165 0.517
F -3.128 -0.404 -1.012 -0.138 -1.134 0.502
F -3.160 -0.512 1.135 0.816 -0.788 -0.588
F -3.506 -2.403 0.066 0.189 1.898 -0.334
H 1.114 -0.147 -0.572 -0.151 -0.124 0.070
```
Forces are in eV/Å.

Summary:
* charge: 0
* orbital gap: 10.175 eV

---

Formula: C3H5Cl
Source: the Open Molecules 2025 dataset
Level of theory: ωB97M-V/def2-TZVPD

```
9
Properties=species:S:1:pos:R:3:forces:R:3
C -0.710 1.460 0.514 -1.935 -0.315 0.416
C -0.994 0.222 0.137 1.516 -1.739 -1.849
C 0.155 -1.115 -0.027 -3.643 4.026 0.411
Cl -2.649 -0.289 -0.256 0.777 0.248 0.409
H -1.521 2.182 0.793 0.995 -0.678 -0.566
H 0.305 1.688 0.686 0.956 0.454 0.243
H -0.439 -1.859 -0.435 -0.853 -1.452 -1.165
H 1.072 -0.954 -0.548 0.536 0.486 0.301
H 0.002 -1.191 1.006 1.653 -1.031 1.799
```
Forces are in eV/Å.

Summary:
* SMILES: C=C(C)Cl
* charge: 0
* orbital gap: 10.666 eV

---

Formula: C3H2NaO3
Source: the Open Molecules 2025 dataset
Level of theory: ωB97M-V/def2-TZVPD

```
9
Properties=species:S:1:pos:R:3:forces:R:3
C 0.849 0.081 -0.344 -0.415 -0.227 -0.067
C -0.312 -0.638 -0.326 1.423 -0.628 0.282
O -1.524 0.237 -0.395 -0.994 0.481 -0.591
C -2.252 0.516 0.504 -0.364 0.337 1.318
O -2.933 0.833 1.361 0.393 -0.314 -0.896
O 2.009 -0.423 -0.345 0.084 0.262 0.202
H 0.719 1.183 -0.356 0.049 -0.200 -0.039
H -0.572 -1.690 -0.355 -0.031 0.419 -0.086
Na 4.016 -0.099 0.255 -0.147 -0.130 -0.123
```
Forces are in eV/Å.

Summary:
* charge: +1
* orbital gap: 8.344 eV

---

no.,calculated total energy (eV)
1,-10221.0140
2,-21116.4884
3,-16653.0432
4,-5411.6901
5,-29060.5976
6,-18352.5270
7,-15712.5647
8,-13693.8125